Entry 1:
Here is C3H5FS in the gas phase at a distorted geometry from the Open Molecules 2025 dataset. Energies are from ωB97M-V/def2-TZVPD.

calculated total energy: -615.319020 Eh
charge: 0
structure (SMILES): F/C=C/CS
gap between HOMO and LUMO: 10.15 eV

Geometry (Å):
F 2.8790 -0.3323 -0.0647
C 1.6687 0.2193 -0.2561
C 0.5710 -0.1245 0.3828
C -0.6603 0.7330 0.3184
S -2.1177 -0.2379 -0.2473
H 1.8102 1.0396 -0.9577
H 0.5261 -1.0081 1.0298
H -0.9650 1.1166 1.2647
H -0.5302 1.6597 -0.2925
H -2.3452 -0.9766 0.8245

---

Entry 2:
Here is a molecular structure, C3H5FeO3 at a distorted geometry from the Open Molecules 2025 dataset. Energies are from ωB97M-V/def2-TZVPD.

calculated total energy: -1606.199581 Eh
charge: +1
expectation value of S²: 12.0086
gap between HOMO and LUMO (spin up / spin down): 7.30 / 7.29 eV
2S+1: 7

Geometry (Å):
H 0.6635 -0.5552 -1.5159
C 1.0233 0.2839 -0.8944
C 1.2213 0.0183 0.5723
O 0.1032 -0.7972 1.0731
C -1.0898 -0.5561 0.6555
O -1.8926 -1.4347 1.2387
Fe -1.7894 1.2763 -1.1632
O 0.0688 1.3855 -0.7894
H 1.9657 0.7001 -1.2865
H 0.4361 1.5185 0.3746
H 2.0953 -0.6335 0.7022
H -2.8054 -1.2060 1.0329

---

Energy relative to the best compared isomer or geometry (same formula, charge and spin) across the listed records, respectively: 47.27, 224.89 kJ/mol.